DFT (ωB97M-V/def2-TZVPD) results for a cluster of 2 separate species, C17H19N in total in a non-equilibrium geometry.

SMILES: Cc1c[nH]c2ccccc12.CCc1ccccc1
orbital gap: 8.432 eV
strongest force on any atom: 3.02 eV/Å
relative energy (zero: lowest compared OMol25 entry of this formula, charge and spin): 35.0 kcal per mole

Each line ends with the Mulliken charge.
Atoms and positions in Å:
C: -0.27 2.59 1.14  0.2824
H: -0.63 4.59 1.85  0.3144
C: 0.61 1.61 1.67  1.3996
C: 2.43 0.52 2.78  -0.8241
H: -1.36 -3.27 -0.79  0.3092
N: -1.39 0.63 1.31  0.0198
C: -0.47 -0.62 -2.65  -0.4715
C: 0.86 -2.73 -2.43  -0.7845
C: -1.41 -2.25 -1.23  -0.0692
H: -0.31 4.42 0.02  0.3393
H: -3.51 -1.99 -0.76  0.3787
C: -1.46 1.96 0.92  -0.5496
H: -0.21 -1.68 2.45  0.3900
C: 1.95 -2.21 -1.51  -1.0784
H: 2.07 -1.12 -1.63  0.3305
H: -2.34 2.32 0.39  0.3772
H: -2.18 0.02 1.21  0.2524
H: 1.69 -2.25 -0.46  0.2886
H: 0.61 -3.75 -2.14  0.3240
C: -0.39 -1.90 -2.08  0.4369
C: -0.11 0.37 1.76  -0.2437
C: -1.52 0.22 -2.19  -0.2533
C: -0.09 4.09 1.03  -1.4341
C: -2.59 -1.54 -1.11  -0.7183
H: 1.06 -2.66 -3.48  0.3232
H: -1.47 1.22 -2.64  0.3628
C: 1.90 1.67 2.17  -0.4629
H: 2.31 -1.61 2.82  0.4153
H: 2.95 -2.57 -1.73  0.3781
H: -3.43 0.50 -1.43  0.4517
H: 2.46 2.59 2.39  0.2927
C: 0.41 -0.83 2.24  -0.8712
C: -2.62 -0.23 -1.51  -0.5889
H: 0.25 -0.11 -3.27  0.3859
C: 1.79 -0.70 2.63  -0.3390
H: 0.92 4.34 1.32  0.3328
H: 3.49 0.38 2.96  0.3034